DFT (ωB97M-V with the def2-TZVPD basis set) results for an isolated ion of composition C25H36Br2IN5O8PS3 and charge +1 in a non-equilibrium geometry.

```
81
Properties=species:S:1:pos:R:3:forces:R:3
C -4.029279 1.693250 -0.199687 0.8 0.4 0.2
C -2.394943 1.732480 0.178545 -2.0 1.4 -1.3
C -1.809290 3.295492 0.048184 0.5 -1.2 1.5
N -1.770500 0.608860 0.372457 -0.6 1.0 3.0
C -1.331760 -0.019356 1.579511 0.8 1.5 0.1
N -2.277325 -0.522570 2.633149 -6.3 1.2 -2.4
C -3.569990 -0.209138 2.535448 2.0 2.5 3.0
S -5.000074 0.673699 2.966990 4.6 -3.5 -1.7
N -0.590678 -1.301788 1.108441 -1.5 -0.7 1.5
C -1.561812 -2.075048 0.242629 -3.1 -2.4 -1.3
C -1.710246 -3.683366 0.696873 -1.2 0.1 -0.2
C -3.268102 -4.205066 0.371249 1.4 -0.8 0.7
I -3.858882 -3.662222 -1.712665 0.1 -0.3 1.3
C 0.843412 -1.192931 0.694437 3.9 -1.8 -0.3
C 1.565635 -2.402840 1.620102 -1.4 -0.4 1.9
O 2.895398 -2.808387 1.243819 -2.8 2.6 -2.9
O 3.442789 -3.298602 2.349344 3.2 -0.7 3.6
C 1.266480 -1.659099 -0.809079 -0.8 1.9 0.2
P 1.104253 -3.386110 -1.483305 3.9 -4.4 -7.8
O 2.168831 -3.502592 -2.703784 -4.0 1.5 5.3
O 1.463677 -4.762902 -0.511919 -2.5 1.6 -0.6
O -0.405617 -3.777346 -2.338119 1.6 -0.6 3.4
C 1.562286 0.289129 0.936840 1.2 1.1 -0.1
C 2.078048 1.119867 -0.371565 1.2 1.2 -0.5
C 1.053638 1.777904 -1.416462 -0.1 0.6 -2.0
C 1.298462 3.421039 -1.632894 -1.2 -0.4 -0.2
S 1.970264 3.720390 -3.398283 -1.1 -0.2 -1.1
C 0.516284 3.546911 -4.622784 -2.2 -0.1 -0.3
S -1.117956 3.579838 -4.052143 3.1 -0.1 -0.8
N 0.684317 3.410566 -6.119945 0.1 0.1 -1.8
C 1.856301 2.917823 -6.960065 -2.9 0.8 -3.7
C 1.330422 2.986867 -8.515350 -1.0 0.9 5.5
N -0.099096 3.548582 -8.546272 3.4 -1.0 7.0
C -0.433630 3.764756 -7.086372 1.7 -0.9 -4.1
C 2.914792 0.289491 1.884135 0.8 1.1 0.9
C 4.358430 0.055275 1.201339 2.4 -3.9 -4.9
O 4.741303 -0.716830 0.194867 -3.3 4.9 6.5
Br 5.917386 1.070750 2.055262 -1.8 -0.8 -0.5
O 0.699156 1.294898 1.591398 0.1 -1.6 0.8
C -0.247090 0.815789 2.558262 -0.4 -0.1 -0.8
Br -1.090273 2.520536 3.323076 0.4 -1.1 -1.4
C 0.240392 0.021096 3.862163 0.0 1.3 3.3
C -0.537624 0.605131 5.352047 -1.8 -3.2 2.1
C -1.005570 -0.674487 6.439898 -2.5 2.9 -3.4
O -2.042280 0.235845 5.545860 5.4 0.2 0.8
H -4.138936 2.152049 -1.270543 0.1 -0.9 1.9
H -4.613289 2.402956 0.561631 1.4 -1.5 -1.7
H -4.453651 0.601934 -0.133614 0.9 2.2 -0.2
H -2.002020 3.760477 -1.013595 0.3 -1.1 2.1
H -2.331610 3.908002 0.927489 0.9 -1.3 -2.2
H -0.667897 3.245209 0.340902 -2.3 0.2 -0.8
H -0.610681 -1.882583 2.005930 0.3 0.9 -1.2
H -2.709673 -1.763878 0.404149 3.0 0.0 0.0
H -1.443150 -1.926639 -0.910106 0.3 -0.3 2.4
H -1.026017 -4.408951 0.109294 -1.0 1.5 1.4
H -1.603491 -3.816127 1.875739 0.1 0.4 -2.5
H -4.048387 -3.825833 1.155783 1.5 -0.7 -1.7
H -3.198769 -5.382439 0.354522 -0.5 2.5 0.2
H 1.594676 -2.113283 2.770835 0.0 -0.3 -2.4
H 0.894392 -3.392418 1.608249 1.0 2.1 -0.4
H 4.255478 -2.721199 2.552787 -1.5 -1.0 -0.7
H 0.662586 -0.952579 -1.559819 1.6 -1.7 1.2
H 2.448007 -1.489380 -0.901426 -2.7 -0.4 0.1
H 0.762951 -5.479863 -0.583476 1.3 1.2 0.1
H -0.726232 -4.689590 -2.031740 0.5 1.9 -0.8
H 2.900652 0.590104 -1.037081 -1.8 0.7 1.8
H 2.682958 2.040147 0.104174 -1.4 -2.1 -0.8
H -0.080388 1.599933 -1.296941 2.0 0.2 0.3
H 1.295602 1.343614 -2.506993 -0.5 0.7 2.5
H 0.309597 4.041632 -1.585106 1.8 -1.3 0.0
H 2.050414 3.878922 -0.865517 -1.1 -0.8 -1.7
H 2.875488 2.558112 -6.508899 -2.5 0.9 -0.9
H 1.938452 2.655691 -9.464458 -1.5 0.8 2.2
H -1.528192 4.186444 -6.862225 3.1 -1.1 0.0
H 2.979317 1.407316 2.315273 -0.2 -2.5 -1.1
H 2.875683 -0.368119 2.843120 0.1 0.9 -1.9
H 1.347952 0.333698 4.181387 -2.3 -1.0 -1.2
H 0.033706 -1.121602 3.933513 0.5 2.1 -0.5
H -0.076413 1.647773 5.880802 -1.6 -3.2 -1.7
H -1.204811 -1.741219 5.949142 1.0 2.3 1.6
H -1.264243 -0.413898 7.551181 1.0 -0.8 -2.3
```
Forces are in eV/Å.

## Properties
calculated total energy: -240287.82963 eV
lowest unoccupied orbital energy: -4.17 eV
charge: +1
HOMO: -0.3707 Ha
Kohn-Sham gap: 5.916 eV
SMILES string: CC(C)=N[C@@]1(N=C=S)[N@@H+](CCCI)[C@@](COO)(CP(=O)(O)O)[C@](CCCSC(=S)n2ccnc2)(CC(=O)Br)O[C@]1(Br)C[C@@H]1CO1
spin multiplicity: 1